(a)
Entry from OMol25: a 2-piece molecular cluster, C7H10N2 overall (wB97M-V/def2-TZVPD).

- HOMO-LUMO gap: 8.592 eV
- Structure (SMILES): [H]/N=C/C=C.C=C(C)C#N
- E_LUMO: -0.0207 Eh

```
! RIJCOSX wB97M-V def2-TZVPD def2/J DEFGRID3
* xyz 0 1
H 1.56273 -0.82636 -2.36837
N 1.03486 -1.03666 -1.52301
C 1.08658 -0.11241 -0.65610
C 1.39074 -0.45110 1.01596
C 2.42835 0.04458 1.66115
H 1.65387 0.81165 -0.82853
H 0.94069 -1.40912 1.23558
H 2.97371 0.90919 1.30688
H 2.77805 -0.41620 2.57688
C -1.45006 0.89640 -1.54804
C -1.19221 0.41035 -0.28288
C -1.75371 -0.92548 0.18976
C -1.27979 1.39325 0.79106
N -1.69915 2.16569 1.53901
H -1.08026 0.32549 -2.38711
H -1.68195 1.93526 -1.72470
H -2.81961 -0.84882 0.39971
H -1.34335 -1.18465 1.16579
H -1.54947 -1.68108 -0.56305
*
```

***

(b)
Entry from OMol25: one molecule with the formula C7H10N2 (wB97M-V/def2-TZVPD).

- HOMO-LUMO gap: 9.147 eV
- Structure (SMILES): C=C[C@@]12CC=NN[C@@H]1C2
- E_LUMO: 0.0383 Eh

```
! RIJCOSX wB97M-V def2-TZVPD def2/J DEFGRID3
* xyz 0 1
C -2.35676 -1.25452 -0.25188
C -1.08102 -1.45759 0.11944
C 0.04285 -0.40212 0.14991
C 0.86207 -0.33822 -1.14192
C 1.75924 0.87106 -1.15940
N 1.48347 1.91275 -0.47547
N 0.29386 1.99878 0.14037
C -0.31216 0.86577 0.76447
C 0.61618 -0.03897 1.44399
H -3.03379 -2.08052 -0.31452
H -2.74183 -0.28299 -0.58739
H -0.81264 -2.48875 0.44857
H 1.52242 -1.23480 -1.21003
H 0.16828 -0.32002 -2.02104
H 2.68563 0.85865 -1.77427
H 0.26796 2.85099 0.74217
H -1.27965 1.07815 1.25504
H 0.18429 -0.55937 2.29357
H 1.73159 0.02170 1.57839
*
```

***

(c)
Entry from OMol25: C7H10N2 as an isolated structure (wB97M-V/def2-TZVPD).

- HOMO-LUMO gap: 9.176 eV
- E_LUMO: 0.0158 Eh

```
! RIJCOSX wB97M-V def2-TZVPD def2/J DEFGRID3
* xyz 0 1
C 0.77001 1.66928 0.42094
C 0.54195 -0.35590 -0.95276
C 1.95661 -0.59246 -0.68700
C -0.62612 -0.27620 0.18964
C -0.26566 -0.90068 1.49896
C -1.88026 -0.66919 -0.33608
C -2.96824 0.30404 -0.35551
H 1.82922 1.11569 0.70536
H 0.39571 2.41314 1.27851
H 0.90370 2.50178 -0.29830
H 0.04748 -0.32998 -2.00216
H 0.41506 -2.14100 1.20138
H -1.48268 -0.98297 2.25278
H 0.51667 0.23764 2.01930
H -1.99592 -1.77570 -0.44259
H -3.13745 1.56644 -0.01106
H -3.93742 -0.25774 -0.81546
N -0.01363 0.82264 -0.29074
N 3.05306 -0.45416 -0.07452
*
```

***

Most stable structure, least stable structure: (b), (c).

***

(a)
Entry from OMol25: an isolated ion of composition C4H13N2S and charge +1 (wB97M-V/def2-TZVPD).

- HOMO-LUMO gap: 9.754 eV
- Structure (SMILES): NCC[NH2+]CCS
- E_LUMO: -0.1120 Eh

```
! RIJCOSX wB97M-V def2-TZVPD def2/J DEFGRID3
* xyz 1 1
N 1.67200 1.50462 -0.42070
C 2.09362 0.20793 0.09304
C 1.02089 -0.85792 -0.16527
N -0.10599 -0.31416 -0.98854
C -1.46281 -0.57110 -0.37529
C -1.69984 0.33088 0.83176
S -3.29612 0.10607 1.59742
H 1.70305 2.21799 0.29611
H 2.24397 1.89231 -1.16157
H 2.15767 0.31192 1.17173
H 3.09179 -0.09937 -0.19303
H 0.61812 -1.32572 0.73064
H 1.35124 -1.76141 -0.67835
H -0.08890 -0.74192 -1.91344
H 0.12297 0.70300 -1.02934
H -2.17533 -0.51124 -1.18612
H -1.48000 -1.61734 -0.08251
H -1.73160 1.38278 0.51251
H -0.70399 0.37455 1.30138
H -3.33076 -1.23185 1.65957
*
```

***

(b)
Entry from OMol25: a 2-piece molecular cluster, C4H13N2S overall (wB97M-V/def2-TZVPD).

- HOMO-LUMO gap: 9.543 eV
- E_LUMO: -0.1140 Eh

```
! RIJCOSX wB97M-V def2-TZVPD def2/J DEFGRID3
* xyz 1 1
C -1.63121 1.63946 2.00825
C 0.19246 2.03310 0.58456
N -0.61862 1.17318 1.03467
H -2.24943 0.78394 2.26491
H -2.26202 2.40825 1.56419
H -1.12824 2.03895 2.88343
H 0.99387 1.74908 -0.08823
H 0.10516 3.08796 0.84855
C 0.30071 -1.89260 -0.95037
C 1.19166 -0.76103 -1.44077
S 2.18823 -1.36037 -2.83203
N -0.57995 -1.41551 0.18387
H 0.88848 -2.71700 -0.55553
H -0.32180 -2.27324 -1.75568
H 1.86246 -0.47457 -0.63036
H 0.56326 0.07533 -1.74558
H 2.97537 -0.28055 -2.85751
H -1.56492 -1.62903 0.02812
H -0.61340 -0.30232 0.41756
H -0.29207 -1.88304 1.03796
*
```

***

(c)
Entry from OMol25: an isolated ion of composition C4H13N2S and charge +1 (wB97M-V/def2-TZVPD).

- HOMO-LUMO gap: 8.971 eV
- Structure (SMILES): CNC[C@H]([NH3+])CS
- E_LUMO: -0.1269 Eh

```
! RIJCOSX wB97M-V def2-TZVPD def2/J DEFGRID3
* xyz 1 1
C -2.38622 1.28187 -0.26501
N -1.16209 1.22255 0.50058
C -0.57815 0.01576 0.94139
C 0.39003 -0.57279 -0.09288
N 0.94861 -1.85948 0.46263
C 1.51826 0.38056 -0.46796
S 2.93468 -0.45162 -1.26657
H -2.42631 2.24137 -0.77768
H -2.41269 0.51552 -1.05389
H -3.28222 1.13531 0.33945
H -0.91939 2.07169 0.97715
H -0.03273 0.17480 1.87358
H -1.33719 -0.73504 1.21500
H -0.14135 -0.86226 -0.99890
H 1.66917 -1.70493 1.17178
H 0.20303 -2.38411 0.93174
H 1.33334 -2.46159 -0.26808
H 1.90356 0.90474 0.40573
H 1.08842 1.14310 -1.10715
H 2.68924 -0.05546 -2.52090
*
```

***

Most stable structure, least stable structure: (c), (b).

***

(a)
Entry from OMol25: a 6-piece molecular cluster, C46H78I2N2O9 overall (wB97M-V/def2-TZVPD).

- HOMO-LUMO gap: 7.675 eV
- Structure (SMILES): C#CCCCc1c(CC(=O)I)c(CCN(CC)C(C)=O)c([C@@H](I)CC)c2c1C(=O)N(C#C)C2=O.CCOCC.CCOCC.CCOCC.CCOCC.CCOCC
- E_LUMO: -0.0516 Eh

```
! RIJCOSX wB97M-V def2-TZVPD def2/J DEFGRID3
* xyz 0 1
C -10.32622 -2.80994 3.56754
C -9.99530 -2.54440 2.31936
C -9.45367 -2.23805 0.80964
C -7.90550 -1.71227 0.92020
C -7.23907 -1.56937 -0.54850
C -5.81836 -0.75759 -0.53188
C -4.46339 -1.39705 0.05334
C -4.55642 -2.88588 0.65510
C -3.93297 -3.01740 2.17034
O -3.26441 -4.06474 2.42969
I -4.30935 -1.34221 3.50678
C -3.08876 -0.57245 0.07429
C -1.69575 -1.11129 0.66521
C -1.20104 -2.53637 0.09607
N -0.75648 -2.50885 -1.35477
C -1.91820 -2.63324 -2.30649
C -1.84372 -1.31434 -3.29325
C -0.00690 -3.81949 -1.50444
C 1.56860 -3.89006 -1.91450
O -0.56339 -4.96745 -1.27141
C -3.10728 0.93008 -0.50363
C -1.84197 1.92027 -0.51776
I -1.12377 2.43776 1.52018
C -0.63589 1.45573 -1.50647
C 0.70544 2.35941 -1.33440
C -4.47189 1.47843 -1.05879
C -5.85799 0.70917 -1.10515
C -7.03945 1.61136 -1.71150
O -8.31014 1.50130 -1.62930
N -6.23447 2.70706 -2.38809
C -5.73890 2.03657 -3.64141
C -5.18723 1.66323 -4.78891
C -4.90379 2.89509 -1.67905
O -4.37571 4.04887 -1.63899
H -10.72310 -2.89321 4.64775
H -9.40283 -3.27193 0.28587
H -10.12605 -1.47878 0.27032
H -7.84387 -0.71305 1.52152
H -7.37306 -2.49771 1.60035
H -7.13065 -2.59095 -1.10637
H -8.00269 -0.96338 -1.19137
H -3.99613 -3.57977 -0.10071
H -5.62387 -3.31372 0.73332
H -1.80090 -1.17866 1.82801
H -0.81251 -0.36757 0.49662
H -1.92854 -3.41285 0.25300
H -0.23914 -2.81189 0.70306
H -2.93982 -2.75091 -1.79329
H -1.75913 -3.53833 -3.02921
H -0.73306 -0.95505 -3.29250
H -2.50411 -0.48916 -2.84041
H -2.16127 -1.65900 -4.34484
H 1.85961 -5.01335 -2.04355
H 1.70523 -3.40375 -2.94754
H 2.25655 -3.47862 -1.08957
H -2.21640 2.94148 -0.94498
H -0.43243 0.31458 -1.48637
H -1.02278 1.67625 -2.58910
H 1.29047 2.24468 -2.33904
H 1.32332 2.00149 -0.43397
H 0.39245 3.48191 -1.24539
H -4.50958 1.49451 -5.70211
C -13.38612 -6.34254 7.25677
C -12.57133 -5.45579 6.32997
O -11.23341 -5.90138 6.14954
C -11.06472 -7.19762 5.58720
C -11.67301 -7.33940 4.20206
H -12.90106 -6.42350 8.23410
H -14.38853 -5.92973 7.39524
H -13.49368 -7.35550 6.86154
H -12.51059 -4.45405 6.76579
H -13.06586 -5.33985 5.36017
H -11.45674 -7.95889 6.26918
H -9.98764 -7.36954 5.51818
H -12.75498 -7.19501 4.21375
H -11.47393 -8.33731 3.79988
H -11.24939 -6.59665 3.51984
C 6.66205 3.84705 -0.05388
C 5.37527 3.44205 0.64522
O 4.48939 2.69856 -0.18269
C 4.98069 1.46457 -0.69477
C 5.36648 0.47175 0.38868
H 6.44219 4.42749 -0.95520
H 7.28306 4.45278 0.61124
H 7.25013 2.97842 -0.36105
H 4.83751 4.34679 0.94369
H 5.58465 2.89033 1.56741
H 5.81625 1.64536 -1.37880
H 4.17581 1.03415 -1.29670
H 6.18201 0.84324 1.01185
H 5.69194 -0.47240 -0.05861
H 4.51484 0.27206 1.04579
C 11.43673 0.44757 -0.14773
C 9.95896 0.10122 -0.07431
O 9.13397 0.96963 -0.83934
C 9.38537 1.01714 -2.23908
C 9.21802 -0.32614 -2.92933
H 11.60517 1.47890 0.17632
H 12.01707 -0.22115 0.49290
H 11.82662 0.35777 -1.16454
H 9.62775 0.19194 0.96436
H 9.78363 -0.94000 -0.36341
H 10.37800 1.43701 -2.43027
H 8.66471 1.72233 -2.66137
H 9.92776 -1.06785 -2.55831
H 9.37687 -0.22217 -4.00689
H 8.21170 -0.72069 -2.76082
C 9.96793 7.46696 3.91367
C 8.59897 7.31697 3.27125
O 8.18414 5.96512 3.12861
C 8.06365 5.20666 4.32656
C 7.05669 5.78238 5.30806
H 10.72228 6.91969 3.34051
H 10.25535 8.52051 3.95649
H 9.98521 7.07430 4.93322
H 8.63550 7.73950 2.26288
H 7.84270 7.88961 3.81760
H 9.04495 5.08395 4.79591
H 7.73522 4.20699 4.03069
H 7.34451 6.77726 5.65293
H 6.97067 5.13653 6.18704
H 6.07182 5.86865 4.84003
C 1.60321 0.53613 -6.85386
C 1.72134 1.33336 -5.56557
O 2.78307 0.89919 -4.72542
C 4.09565 0.96962 -5.27071
C 4.51175 2.37669 -5.66519
H 1.47465 -0.52829 -6.63546
H 0.74629 0.88085 -7.43809
H 2.49461 0.63525 -7.47794
H 0.79839 1.21114 -4.99056
H 1.81546 2.40430 -5.77201
H 4.19111 0.27950 -6.11511
H 4.77501 0.60569 -4.49557
H 3.87603 2.78553 -6.45279
H 5.54217 2.37922 -6.03321
H 4.44576 3.05064 -4.80614
*
```

***

(b)
Entry from OMol25: a 6-piece molecular cluster, C46H78I2N2O9 overall (wB97M-V/def2-TZVPD).

- HOMO-LUMO gap: 8.179 eV
- Structure (SMILES): C#CCCCc1c(CC(=O)I)c(CCN(CC)C(C)=O)c([C@@H](I)CC)c2c1C(=O)N(C#C)C2=O.CCOCC.CCOCC.CCOCC.CCOCC.CCOCC
- E_LUMO: -0.0362 Eh

```
! RIJCOSX wB97M-V def2-TZVPD def2/J DEFGRID3
* xyz 0 1
C -5.47984 -5.28618 -7.94850
C -5.24043 -4.08264 -7.93691
C -4.83612 -2.55437 -7.83086
C -4.20521 -2.30206 -6.37217
C -3.60765 -0.83125 -6.26113
C -3.24889 -0.41259 -4.76127
C -2.04518 -0.98911 -4.01229
C -1.16371 -2.04750 -4.77848
C -0.92484 -3.41041 -3.94756
O 0.17071 -3.91586 -4.00625
I -2.61586 -4.12698 -2.79758
C -1.73239 -0.58727 -2.57155
C -0.53694 -1.15008 -1.71621
C 0.89949 -1.04955 -2.38399
N 1.43299 0.35743 -2.49300
C 0.91255 1.06761 -3.71218
C 0.19458 2.42542 -3.18901
C 2.88337 0.14312 -2.77659
C 4.02516 0.68067 -1.80140
O 3.27742 -0.49616 -3.75692
C -2.67401 0.41341 -1.88288
C -2.53268 0.89687 -0.39340
I -2.78756 -0.74238 1.06665
C -1.23142 1.78304 -0.10748
C -1.00479 2.07915 1.44736
C -3.82411 0.93571 -2.67334
C -4.17609 0.56795 -4.11043
C -5.48341 1.28659 -4.61220
O -6.22828 1.03374 -5.53111
N -5.61769 2.37573 -3.59573
C -4.61345 3.35255 -4.02227
C -3.83568 4.28464 -4.19938
C -4.99030 1.92818 -2.31046
O -5.43865 2.31678 -1.25479
H -5.86946 -6.33749 -7.95242
H -3.98425 -2.41573 -8.57088
H -5.71999 -1.88300 -8.02818
H -4.97308 -2.50854 -5.55189
H -3.42118 -3.12396 -6.24651
H -2.71931 -0.65287 -6.95998
H -4.42249 -0.12868 -6.64543
H -0.17347 -1.52981 -5.01979
H -1.58265 -2.38129 -5.77455
H -0.76162 -2.24674 -1.47684
H -0.45103 -0.64838 -0.69663
H 1.01082 -1.56993 -3.37998
H 1.61795 -1.58768 -1.67201
H 0.23446 0.43746 -4.35721
H 1.78098 1.44208 -4.35422
H 0.66519 2.68037 -2.18134
H -0.90403 2.21210 -3.03678
H 0.41137 3.23490 -3.94754
H 5.03416 0.46277 -2.28801
H 3.94505 1.80545 -1.72811
H 4.03273 0.14087 -0.80918
H -3.42056 1.58325 -0.18329
H -0.30036 1.40520 -0.63658
H -1.45224 2.80266 -0.58349
H -0.36080 3.02258 1.48974
H -0.50216 1.20418 1.95085
H -2.01170 2.33790 1.92224
H -3.11692 5.13645 -4.11055
C -5.66683 -10.28659 -11.17450
C -5.58770 -9.02567 -10.33042
O -4.33764 -8.85580 -9.67922
C -3.19467 -8.75535 -10.51635
C -3.25117 -7.58266 -11.48072
H -5.45926 -11.16924 -10.56425
H -6.66175 -10.38901 -11.61296
H -4.94168 -10.27682 -11.99092
H -6.34324 -9.08206 -9.54270
H -5.82869 -8.13837 -10.92534
H -3.03443 -9.69701 -11.05175
H -2.33642 -8.62636 -9.85382
H -4.08347 -7.66888 -12.18136
H -2.32875 -7.52682 -12.06434
H -3.37655 -6.64422 -10.93477
C 1.73212 2.07246 7.08823
C 1.02593 1.13566 6.12336
O 1.10503 1.55226 4.76728
C 2.40819 1.66409 4.21184
C 3.18517 0.35884 4.22455
H 1.33015 3.08565 7.00107
H 1.60038 1.72979 8.11723
H 2.80520 2.12910 6.88993
H -0.03660 1.10477 6.37660
H 1.39724 0.11053 6.22743
H 2.96759 2.45940 4.71628
H 2.27708 1.98695 3.17623
H 3.36097 -0.00198 5.23924
H 4.15849 0.49075 3.74474
H 2.63419 -0.41898 3.68921
C 7.40653 1.54446 8.45452
C 6.63969 1.18992 7.19165
O 5.59915 2.10434 6.88351
C 5.98485 3.45247 6.65825
C 6.95443 3.62022 5.50051
H 6.72721 1.61363 9.30793
H 8.16118 0.78433 8.66722
H 7.91697 2.50579 8.36538
H 6.16427 0.21586 7.33016
H 7.31670 1.08388 6.33746
H 6.39108 3.88787 7.57706
H 5.06858 4.00306 6.43366
H 7.89862 3.10317 5.67946
H 7.17855 4.67841 5.34373
H 6.52598 3.21388 4.58070
C 0.67238 -0.01582 12.94255
C -0.03024 0.37607 11.65352
O 0.67930 0.00109 10.48320
C 0.92467 -1.38676 10.30728
C -0.34234 -2.22198 10.23315
H 1.67527 0.41726 12.97864
H 0.10614 0.33746 13.80692
H 0.78132 -1.09852 13.03475
H -0.12635 1.46399 11.62143
H -1.04899 -0.02434 11.62395
H 1.59239 -1.75500 11.09317
H 1.46940 -1.48768 9.36611
H -0.91966 -2.17239 11.15790
H -0.09512 -3.27079 10.05056
H -0.98639 -1.86900 9.42393
C 1.89534 6.70589 -0.73722
C 1.17449 5.79022 0.23779
O 2.05027 4.97932 1.00712
C 2.98353 5.66034 1.83352
C 2.33187 6.55737 2.87217
H 2.52896 6.12399 -1.41165
H 1.17468 7.27066 -1.33250
H 2.53876 7.42312 -0.22335
H 0.53508 5.10718 -0.32770
H 0.51002 6.36028 0.89548
H 3.69310 6.22316 1.21789
H 3.56262 4.88943 2.34657
H 1.75222 7.36023 2.41348
H 3.09314 7.01710 3.50755
H 1.65197 5.97998 3.50365
*
```

***

Most stable structure, least stable structure: (b), (a).

***

(a)
Entry from OMol25: one molecule with the formula C5H10N4O (wB97M-V/def2-TZVPD).

- HOMO-LUMO gap: 8.512 eV
- E_LUMO: 0.0261 Eh

```
! RIJCOSX wB97M-V def2-TZVPD def2/J DEFGRID3
* xyz 0 1
C 1.67438 -0.31252 -0.47869
C 1.18731 -1.53392 0.30849
C 1.16336 1.06749 -0.06464
C -0.18384 -1.35093 0.74759
C -1.38971 1.59217 -0.05299
N -2.36738 -0.61293 0.44652
N -0.25914 1.35651 -0.72197
N -2.27655 0.72451 0.44749
N -1.19841 -1.20583 -0.09519
O -1.10906 -1.32093 -1.35291
H 2.72805 -0.12442 -0.44268
H 1.47139 -0.56244 -1.51220
H 1.27563 -2.47726 -0.30471
H 1.85789 -1.63275 1.12516
H 0.98863 1.15538 1.09978
H 1.94869 1.85653 -0.40267
H -0.37588 -0.97121 1.68773
H -1.58051 2.58127 0.15107
H -0.37866 0.59276 -1.40160
H -3.17620 1.17853 0.81642
*
```

***

(b)
Entry from OMol25: C5H10N4O as an isolated structure (wB97M-V/def2-TZVPD).

- HOMO-LUMO gap: 8.219 eV
- E_LUMO: 0.0245 Eh

```
! RIJCOSX wB97M-V def2-TZVPD def2/J DEFGRID3
* xyz 0 1
C -0.89153 -1.02080 0.71179
C -1.98975 -1.17339 -0.23437
C -1.13067 -0.73731 2.13836
C 1.54268 1.53029 -1.68909
C 1.99497 0.62767 0.48313
N -0.72655 0.12541 -1.66922
N -3.04363 -1.86396 0.00337
N -0.11488 0.22075 -0.58568
N 1.02670 0.87858 -0.49804
O -1.78931 -0.59424 -1.51078
H -1.61018 -1.77353 2.50808
H -1.82921 0.03749 2.29449
H -0.13014 -0.54514 2.56867
H 2.35482 2.26674 -1.47331
H 2.21600 0.86675 -2.39845
H 0.84245 1.96976 -2.20920
H 2.25998 1.37444 1.25783
H 1.69804 -0.38501 1.05915
H 2.91805 0.22163 0.07435
H -3.59784 -2.02613 -0.83107
*
```

***

Most stable structure, least stable structure: (a), (b).